Run i
Density functional theory data (ωB97M-V/def2-TZVPD) for a molecular structure, C6H9NO.

Atoms and positions in Å:
1 O 1.3640 0.2370 0.8612
2 N -0.9375 0.4520 0.0842
3 C 0.9620 1.7445 -1.5832
4 C -0.3295 -1.4263 0.6687
5 C -1.2244 -0.3972 1.4834
6 C -1.3465 -0.9415 -0.3377
7 C 0.9677 0.2777 -1.4424
8 C 0.4820 -0.1887 0.0927
9 H 1.3237 1.2290 1.1719
10 H -0.1284 -2.4852 1.1272
11 H 1.7564 2.2064 -2.2724
12 H 0.4433 2.6972 -0.9933
13 H -2.3916 -0.4746 1.5255
14 H -0.8939 -1.1442 -1.4138
15 H -2.4595 -1.2492 -0.1713
16 H 1.6515 -0.2944 -2.0339
17 H -0.7192 0.0438 2.2920

=====

Run ii
Density functional theory data (ωB97M-V/def2-TZVPD) for C6H9NO in the gas phase.

Atoms and positions in Å:
1 O -2.6020 -0.1389 -0.2429
2 N -0.1256 0.9384 -0.2410
3 C 2.5199 -1.2937 0.0106
4 C 1.1763 1.7247 -0.5191
5 C -0.0523 -0.5078 0.2266
6 C -0.2272 0.7727 1.0781
7 C 1.2601 -1.0421 0.0182
8 C -1.4503 -1.1145 -0.2330
9 H 1.8182 1.3652 -1.6150
10 H 0.7876 2.8866 -0.5630
11 H 2.0020 1.8199 0.3555
12 H 0.6679 0.8758 1.7274
13 H -1.2167 -1.7956 -0.9858
14 H -1.6558 -1.9352 0.6339
15 H -1.2160 1.3907 1.5946
16 H -2.2015 0.7070 -0.7716
17 H 3.3496 -2.0088 -0.2340

Output
SMILES   C#C[C@@]1(CO)CN1C

=====

Quick look at relative energies in kJ/mol: run i 32.8; run ii 0.0.

=====

Run i
Density functional theory data (ωB97M-V/def2-TZVPD) for C6H9NO in the gas phase.

Atoms and positions in Å:
1 O -0.0907 1.4991 -0.3925
2 N 0.5127 -1.1585 0.1759
3 C 1.2000 0.8162 -0.0911
4 C 1.2298 -0.4471 -0.9789
5 C -1.1093 0.7606 0.2710
6 C 1.1795 -0.1060 1.1119
7 C -2.3143 -0.2719 -0.0550
8 C -0.8345 -0.6633 -0.1066
9 H -2.8073 -0.4090 -0.9463
10 H 0.6816 0.1362 2.0353
11 H -2.8940 -0.2487 0.7951
12 H 2.1705 -0.5624 1.3374
13 H -0.8746 -0.6958 -1.1489
14 H 1.9803 1.5803 -0.3215
15 H 2.2451 -0.8218 -1.0749
16 H -1.0737 0.9480 1.3356
17 H 0.7989 -0.3559 -1.9465

Output
SMILES   C1[C@@H]2OC3CN(C3)[C@@H]12

=====

Run ii
Density functional theory data (ωB97M-V/def2-TZVPD) for 2 unconnected molecules or ions with the total composition C6H9NO.

Atoms and positions in Å:
1 O 1.5864 -1.4869 -0.9004
2 N -0.9460 2.0455 0.1832
3 C -0.8966 0.7058 0.8600
4 C -1.6485 -0.5123 0.2893
5 C 1.3198 1.1908 -0.5191
6 C 0.6032 -1.0742 0.1305
7 C 0.5937 0.3740 0.4395
8 C -0.7818 -1.4771 -0.1195
9 H -0.9170 0.6519 1.9723
10 H 2.1042 -0.2546 -1.4773
11 H -2.6438 -0.8129 0.3402
12 H 1.3101 2.1796 -0.1642
13 H 2.1906 0.7345 -1.1398
14 H -1.9277 2.2230 0.3089
15 H -1.1395 -2.4170 -0.6133
16 H -0.8609 1.7804 -0.8020
17 H 0.6756 -1.7511 1.0114

=====

Run iii
Density functional theory data (ωB97M-V/def2-TZVPD) for C6H9NO in the gas phase.

Atoms and positions in Å:
1 O 2.1310 -0.3498 0.7730
2 N 0.9993 0.8809 -1.2620
3 C -0.2270 1.2006 -0.4752
4 C -0.1830 -1.1098 -0.1535
5 C -0.1289 -0.0791 -1.2493
6 C 0.7572 -0.5584 0.9288
7 C -0.2612 0.6380 0.9341
8 C -1.2901 -0.5646 0.7451
9 H -0.8562 2.0215 -0.7639
10 H 2.2290 0.1555 -0.0480
11 H -0.0635 -2.2066 -0.4442
12 H 0.6309 -1.1286 1.8512
13 H -2.2467 -0.3927 0.2455
14 H -0.3634 1.4277 1.6760
15 H -1.5187 -1.1438 1.6246
16 H -0.5099 -0.1861 -2.2315
17 H 0.9014 1.3951 -2.1506

Output
SMILES   O[C@@H]1[C@H]2C[C@@H]1[C@H]1N[C@@H]21

=====

Run iv
Density functional theory data (ωB97M-V/def2-TZVPD) for 2 unconnected molecules or ions with the total composition C6H9NO.

Atoms and positions in Å:
1 O -2.9105 0.1499 -0.7884
2 N 0.1840 -0.0363 -0.3891
3 C 2.2832 1.3033 -0.0540
4 C 2.9415 0.1286 0.1999
5 C 0.9280 1.0929 -0.2799
6 C 1.0310 -1.2243 -0.2328
7 C 2.4802 -1.0676 -0.1826
8 C -3.8060 -0.0318 0.4882
9 H 2.5078 2.3861 0.0761
10 H -2.0420 -0.2695 -0.3699
11 H 4.0534 0.0563 0.6043
12 H -3.9640 0.9831 1.1418
13 H -4.8594 -0.3547 0.0682
14 H 0.6461 -2.2238 -0.3153
15 H -2.9847 -0.9182 0.9340
16 H 3.1216 -2.0262 -0.1235
17 H 0.3899 2.0521 -0.7770

Output
SMILES   c1ccncc1.CO

=====

Quick look at relative energies in kJ/mol: run i 368.8; run ii 415.0; run iii 0.0; run iv 161.2.

=====

Run i
Density functional theory data (ωB97M-V/def2-TZVPD) for C6H9NO in the gas phase.

Atoms and positions in Å:
1 O 1.2092 -1.4123 -0.4491
2 N -0.1732 -0.0945 1.4863
3 C 0.4330 0.7965 0.4526
4 C -1.2234 -0.9709 -0.5769
5 C -0.0873 -1.7239 -0.5407
6 C -0.8427 0.3856 -0.6033
7 C 1.5159 0.1115 -0.2427
8 C -0.7387 1.8182 -0.0115
9 H -0.5729 0.7506 -1.7436
10 H 0.1672 -0.9557 1.6031
11 H 0.3188 0.2784 2.3216
12 H -0.5424 2.7291 -0.5755
13 H 1.6762 0.7781 -1.2629
14 H -2.2789 -1.3463 -0.4018
15 H -1.1241 1.9122 1.1765
16 H -0.2373 -2.9287 -0.8461
17 H 2.5006 -0.1279 0.2142

Output
SMILES   N[C@@]12COC=C[C@H]1C2

=====

Run ii
Density functional theory data (ωB97M-V/def2-TZVPD) for C6H9NO in the gas phase.

Atoms and positions in Å:
1 O 0.7439 -1.5940 0.4957
2 N 1.4313 0.6019 0.3680
3 C 0.3443 -0.2733 0.8036
4 C -0.9927 0.1013 0.0334
5 C 1.8467 -1.4825 -0.3281
6 C 2.1717 -0.2046 -0.5233
7 C -1.5543 1.4429 0.3964
8 C -1.6317 -0.7693 -0.7297
9 H -2.6051 -0.5560 -1.1399
10 H 2.9862 0.2108 -1.0765
11 H 1.1310 1.4776 -0.0353
12 H 2.2334 -2.3907 -0.7189
13 H -0.8755 2.2476 0.0954
14 H -2.5224 1.5957 -0.0801
15 H 0.1979 -0.1864 1.8935
16 H -1.6823 1.5231 1.4805
17 H -1.2225 -1.7439 -0.9346

Output
SMILES   C=C(C)[C@@H]1NC=CO1

=====

Run iii
Density functional theory data (ωB97M-V/def2-TZVPD) for a molecular structure, C6H9NO.

Atoms and positions in Å:
1 O 0.9603 1.7986 2.0215
2 N -1.4699 0.0775 -1.2814
3 C -0.4614 -0.8704 -1.0963
4 C 0.5992 -1.3829 -1.8592
5 C -0.4905 1.0114 -1.1807
6 C 0.9452 0.7512 1.3893
7 C -0.3093 -0.1222 1.3905
8 C -0.2713 -1.2967 0.4187
9 H 0.7404 -1.6862 0.5770
10 H 0.5501 -0.2065 2.2212
11 H 1.6429 0.3548 0.6306
12 H -1.2180 0.2041 1.8935
13 H -0.4944 1.8285 -0.4357
14 H 1.6638 -1.1595 -1.8543
15 H -0.9830 -2.0716 0.7144
16 H 0.1559 1.2439 -2.0103
17 H 0.6411 -2.2270 -2.5596

=====

Run iv
Density functional theory data (ωB97M-V/def2-TZVPD) for C6H9NO in the gas phase.

Atoms and positions in Å:
1 O -1.0600 -1.8506 1.5911
2 N -1.1184 -0.9262 -0.4655
3 C -0.6612 1.1998 -1.1713
4 C 1.6268 -0.5605 0.2743
5 C 1.2837 0.9028 0.5522
6 C -1.3595 -0.7529 0.7588
7 C -1.2062 0.0206 -1.3685
8 C 0.3239 1.5976 -0.1021
9 H -0.6490 1.8788 -1.9568
10 H 0.8104 -1.2423 0.5354
11 H 1.7053 -0.8248 -0.8145
12 H -1.7828 0.0938 1.1985
13 H 0.1146 2.6092 0.1628
14 H -0.7190 -2.5998 1.0593
15 H -1.9084 -0.2531 -2.2108
16 H 1.9296 1.5308 1.2995
17 H 2.6702 -0.8233 0.6577

Output
SMILES   C\C=C/C=C\N=C\O

=====

Quick look at relative energies in kJ/mol: run i 518.7; run ii 0.0; run iii 749.3; run iv 75.8.

=====

Run i
Density functional theory data (ωB97M-V/def2-TZVPD) for C6H9NO in the gas phase.

Atoms and positions in Å:
1 O -0.7604 -0.2364 1.8318
2 N -1.1997 -0.2449 -2.1208
3 C -0.1228 0.6123 -1.5808
4 C 0.6813 0.0765 -0.5563
5 C -0.1001 1.0138 1.6076
6 C 0.7253 -0.2764 1.7245
7 C -0.2935 0.9877 0.0867
8 C 0.7772 -1.0001 0.3536
9 H -1.3096 0.6719 0.2256
10 H -0.3205 -1.5961 0.1103
11 H 0.4614 1.3849 -2.2445
12 H -0.0713 1.6695 2.5403
13 H -1.0470 -1.4073 -1.8938
14 H 1.7461 -1.6645 0.1611
15 H 1.8201 0.4565 -0.6940
16 H -2.2828 0.2060 -2.1540
17 H 1.2962 -0.6533 2.6025

Output
SMILES   N[C@@H]1[C@@H]2C[C@@H]3O[C@@H]3[C@@H]12

=====

Run ii
Density functional theory data (ωB97M-V/def2-TZVPD) for C6H9NO in the gas phase.

Atoms and positions in Å:
1 O 1.6266 0.1488 -1.5009
2 N -1.2085 -0.1671 -1.2917
3 C -0.5487 -2.4029 0.1731
4 C -0.6216 -1.1559 -0.1907
5 C -0.4285 0.2823 -0.1533
6 C 1.0743 0.5068 -0.3062
7 C -1.1487 1.1269 0.8764
8 C 1.8291 1.0934 0.6232
9 H -0.8298 0.0682 -2.2048
10 H -1.1004 -3.1712 -0.3495
11 H -0.7680 0.9346 1.8789
12 H -1.0138 2.1797 0.6355
13 H 1.4166 1.4921 1.5283
14 H 0.0628 -2.7110 1.0072
15 H -2.2074 0.8763 0.8545
16 H 2.8564 1.3269 0.4034
17 H 1.0096 -0.4279 -1.9834

Output
SMILES   C=C(O)[C@@]1(C)NC1=C

=====

Run iii
Density functional theory data (ωB97M-V/def2-TZVPD) for a molecular structure, C6H9NO.

Atoms and positions in Å:
1 O -1.8072 -0.8055 -1.2690
2 N 0.9126 1.3690 1.1528
3 C -0.1113 -0.2884 0.5860
4 C -0.5200 0.8968 1.5130
5 C 0.6382 -1.2409 -1.2729
6 C 1.3815 -0.1332 -1.0944
7 C -0.6688 -1.2432 -0.4680
8 C 0.6711 0.7407 -0.1076
9 H 2.3022 0.2237 -1.5922
10 H -0.6925 0.7214 2.5527
11 H -2.3246 -0.2613 -0.6797
12 H 0.9323 2.3429 1.1710
13 H 0.5201 -0.8374 1.1089
14 H 0.8503 -2.1579 -1.8248
15 H -1.2029 1.4701 0.9394
16 H 0.0424 1.4028 -0.7081
17 H -0.9232 -2.1997 -0.0073

=====

Quick look at relative energies in kJ/mol: run i 550.8; run ii 0.0; run iii 48.1.

=====

Run i
Density functional theory data (ωB97M-V/def2-TZVPD) for C6H9NO in the gas phase.

Atoms and positions in Å:
1 O 0.6484 1.8950 -0.3224
2 N 2.1238 -0.0707 0.8744
3 C -2.3575 0.3265 1.3606
4 C -0.1216 -1.1593 0.9076
5 C -1.3114 -0.1696 1.0294
6 C -0.4880 0.4605 -1.8720
7 C 0.2602 0.7534 -0.5915
8 C 0.9686 -0.5089 0.0769
9 H 1.3264 -1.1745 -0.7131
10 H -0.9154 -0.5439 -1.8504
11 H -1.2956 1.1884 -1.9824
12 H 2.7212 0.4997 0.2718
13 H 0.2030 0.5375 -2.7142
14 H 0.2124 -1.4067 1.9197
15 H -3.2635 0.8253 1.6231
16 H -0.5068 -2.0539 0.4102
17 H 1.7958 0.6010 1.5722

Output
SMILES   C#CC[C@H](N)C(C)=O

=====

Run ii
Density functional theory data (ωB97M-V/def2-TZVPD) for C6H9NO in the gas phase.

Atoms and positions in Å:
1 O -1.1882 0.4134 -0.7975
2 N -0.1046 -1.7172 0.4745
3 C 1.0477 0.3550 0.1048
4 C -1.0385 0.5547 0.5898
5 C 0.1857 0.5631 -1.1672
6 C 0.0725 -0.3753 0.9635
7 C -1.1857 -0.1332 1.8671
8 C 0.6061 0.7052 -2.4021
9 H 1.9106 -0.2434 -0.2263
10 H -0.1302 -1.7301 -0.5145
11 H -1.9088 -0.9806 1.9644
12 H 0.6416 -2.2435 0.8782
13 H -1.1562 0.5068 2.7450
14 H -0.7103 1.5241 0.7880
15 H -0.0965 0.7179 -3.2015
16 H 1.6374 0.7977 -2.6524
17 H 1.4174 1.2853 0.5861

Output
SMILES   C=C1C[C@@]2(N)C[C@@H]2O1

=====

Run iii
Density functional theory data (ωB97M-V/def2-TZVPD) for C6H9NO in the gas phase.

Atoms and positions in Å:
1 O 2.1614 1.0817 0.3510
2 N -0.6812 -1.1662 0.1147
3 C 1.5819 -1.6206 0.8339
4 C 0.9531 0.5727 -0.0618
5 C -1.8042 -0.4604 0.7037
6 C 0.6308 -0.7727 0.4258
7 C -0.5185 1.8700 -1.7824
8 C 0.1654 1.1509 -0.9431
9 H 2.2841 1.9466 -0.0527
10 H 2.6127 -1.3329 0.8466
11 H -0.7845 -2.1685 0.2430
12 H 1.3445 -2.6387 1.1074
13 H -0.3076 1.8623 -2.8418
14 H -2.7189 -0.8480 0.2701
15 H -1.7253 0.5961 0.4594
16 H -1.8519 -0.5677 1.7932
17 H -1.3418 2.4956 -1.4670

Output
SMILES   C=C=C(O)C(=C)NC

=====

Quick look at relative energies in kJ/mol: run i 0.0; run ii 221.7; run iii 13.7.

=====

Run i
Density functional theory data (ωB97M-V/def2-TZVPD) for a molecular structure, C6H9NO.

Atoms and positions in Å:
1 O -2.3158 -0.0774 0.6574
2 N 0.9055 -0.0338 1.9511
3 C 0.3584 -2.1237 0.7508
4 C -0.4683 0.8643 -0.6899
5 C 0.8657 0.3093 -0.5041
6 C -1.2382 0.1855 0.2191
7 C -0.8087 2.0709 -1.4873
8 C 0.4628 -0.6204 0.8715
9 H -1.8688 2.3228 -1.4053
10 H -0.5794 1.9301 -2.5496
11 H 0.2250 -2.4403 -0.2855
12 H 1.2372 -2.6161 1.1742
13 H -0.2198 2.9296 -1.1488
14 H -0.5244 -2.4489 1.3061
15 H 1.6817 1.0336 -0.4144
16 H 1.1693 -0.7214 2.6664
17 H 1.1178 -0.5641 -1.1119

=====

Run ii
Density functional theory data (ωB97M-V/def2-TZVPD) for C6H9NO in the gas phase.

Atoms and positions in Å:
1 O 1.3769 -1.2272 0.1915
2 N -1.8911 0.2624 -0.2742
3 C -1.5014 -1.2344 0.1669
4 C -0.8733 1.1200 0.0719
5 C 1.9959 -0.1294 -0.3331
6 C 0.0279 -0.8600 0.1929
7 C 0.9483 1.0599 -0.1473
8 C 0.1070 0.4691 0.9444
9 H -1.6145 -2.0154 -0.7082
10 H 2.8171 0.2736 0.3215
11 H -0.0849 -0.6832 -0.8358
12 H 0.3932 0.5702 2.0455
13 H -1.0279 2.1965 -0.1209
14 H -2.0349 0.3551 -1.3107
15 H -2.2374 -1.7592 1.0096
16 H 2.2877 -0.4190 -1.4428
17 H 1.3115 2.0209 0.2289

Output
SMILES   C1O[C@H]2CN[C@@H]3[C@H]1[C@@H]32

=====

Run iii
Density functional theory data (ωB97M-V/def2-TZVPD) for a molecular structure, C6H9NO.

Atoms and positions in Å:
1 O 0.6368 -1.5822 -0.8464
2 N 0.3361 1.8074 0.4787
3 C -0.1567 -1.9499 0.4140
4 C -0.8002 1.7320 -0.2401
5 C -0.8299 0.1879 -0.5041
6 C 0.5778 -0.1815 -0.7018
7 C 0.7929 0.4236 0.5623
8 C -0.5113 -0.5082 0.9077
9 H 0.6500 -2.5503 0.9199
10 H -1.8408 2.1850 0.1252
11 H 0.9592 0.2167 -1.5466
12 H 1.0371 2.3805 0.2389
13 H 1.6536 0.3725 1.1733
14 H -1.0075 -0.4269 1.8235
15 H -0.6418 2.2342 -1.2190
16 H -1.0104 -2.4813 0.1679
17 H -1.6825 -0.1490 -0.8904

=====

Quick look at relative energies in kJ/mol: run i 0.0; run ii 323.1; run iii 33.3.

=====

Run i
Density functional theory data (ωB97M-V/def2-TZVPD) for C6H9NO in the gas phase.

Atoms and positions in Å:
1 O 1.1613 -1.3358 0.4682
2 N -1.3186 -0.4302 1.2434
3 C 1.2109 1.0820 0.1100
4 C -1.2560 -0.9064 -0.1816
5 C 1.7670 -0.1063 0.4162
6 C -0.2092 1.5083 -0.1688
7 C 0.1282 -1.6150 -0.5177
8 C -1.3841 0.5227 0.0699
9 H -0.2015 1.8234 -1.2418
10 H -0.3414 -0.5612 1.5010
11 H -1.9929 -1.5519 -0.5887
12 H -0.0210 -2.6475 -0.6613
13 H -0.4377 2.5672 0.3209
14 H 0.5451 -1.1854 -1.4392
15 H 1.8741 1.9536 0.0223
16 H -2.3538 1.0127 0.0626
17 H 2.8299 -0.1301 0.5844

Output
SMILES   C1=COC[C@H]2N[C@H]2C1

=====

Run ii
Density functional theory data (ωB97M-V/def2-TZVPD) for a molecular structure, C6H9NO.

Atoms and positions in Å:
1 O -1.6193 -0.2233 -1.2691
2 N 1.9488 -0.7400 -0.5723
3 C 0.2927 0.6125 -0.5184
4 C -1.0085 -1.0631 -0.2155
5 C -1.2263 0.9364 -0.3681
6 C -1.5951 0.0828 0.7831
7 C 0.4003 -0.7829 0.0085
8 C 1.7629 0.7512 -0.0613
9 H 2.5046 -1.1124 0.0925
10 H -2.7394 0.0128 1.1162
11 H 0.7135 -1.0272 1.0303
12 H -1.6711 1.8816 -0.5082
13 H -0.9902 0.2240 1.6667
14 H -1.5967 -2.1028 -0.1560
15 H 2.5551 1.4489 -0.4241
16 H 2.0120 0.7111 1.0297
17 H 0.2565 0.3906 -1.6340

=====

Run iii
Density functional theory data (ωB97M-V/def2-TZVPD) for a molecular structure, C6H9NO.

Atoms and positions in Å:
1 O -0.1857 0.8600 0.2051
2 N 1.6694 -0.3406 0.4827
3 C -1.5559 0.1182 -1.2052
4 C -0.6958 -0.2966 0.7133
5 C -0.0852 0.3402 -1.1134
6 C -1.9790 -0.3866 -0.0296
7 C 0.6529 -0.3818 1.6025
8 C 1.5295 0.4272 -0.7706
9 H 0.7714 0.5073 2.2280
10 H 0.8626 -1.2893 2.2342
11 H -2.0591 0.0014 -2.2085
12 H 2.1286 -1.2364 0.4659
13 H 2.2397 -0.0803 -1.3435
14 H 1.7683 1.5135 -0.7498
15 H -0.3604 -1.1701 0.1288
16 H 0.0638 -0.7369 -1.1977
17 H -2.8148 -0.9293 0.2404

=====

Quick look at relative energies in kJ/mol: run i 0.0; run ii 369.1; run iii 726.5.

=====

Run i
Density functional theory data (ωB97M-V/def2-TZVPD) for C6H9NO in the gas phase.

Atoms and positions in Å:
1 O 2.3935 -0.3260 1.8968
2 N -0.5525 -1.7065 -0.1028
3 C 1.6297 -0.1870 1.0172
4 C -1.5474 0.5442 -0.5562
5 C 0.9463 0.2740 -0.0194
6 C -0.4026 -0.3035 -0.0741
7 C -0.5044 -1.3803 1.3018
8 C 1.4738 1.2971 -0.9902
9 H 0.8254 2.1761 -1.0193
10 H 1.5404 0.8928 -2.0030
11 H -1.7378 0.3509 -1.6156
12 H -1.4469 -2.0309 -0.4590
13 H -1.3693 1.6077 -0.4117
14 H -1.4219 -1.1383 1.8277
15 H -2.4532 0.2881 -0.0015
16 H 2.4651 1.6331 -0.6881
17 H 0.1617 -1.9916 1.8973

Output
SMILES   CC(=C=O)[C@]1(C)CN1

=====

Run ii
Density functional theory data (ωB97M-V/def2-TZVPD) for a molecular structure, C6H9NO.

Atoms and positions in Å:
1 O -1.9611 0.2468 -1.1279
2 N -0.6968 -2.0065 -0.5768
3 C -1.3343 1.7758 1.3864
4 C 0.0786 -0.8857 -0.4989
5 C -0.5307 1.2538 0.5991
6 C 2.0000 0.3640 0.3339
7 C 1.3672 -0.8710 -0.0446
8 C -0.6300 0.4259 -0.6969
9 H -1.5536 2.3370 2.2638
10 H 2.8828 0.2673 0.9580
11 H -0.0940 1.0114 -1.4552
12 H 1.8002 -1.7981 0.3110
13 H -0.2752 -2.9013 -0.3922
14 H 2.1605 1.0787 -0.4700
15 H -1.6010 -1.9063 -1.0149
16 H -2.5260 0.4721 -0.3717
17 H 0.9132 1.1360 0.7969

=====

Quick look at relative energies in kJ/mol: run i 0.0; run ii 134.7.